(1)
C3H11NO3 | the ωB97M-V functional and the def2-TZVPD basis

```
18
Properties=species:S:1:pos:R:3:nbo_charge:R:1
C 2.51 -1.01 0.98 -0.6310
C 1.13 -0.34 1.46 -0.2304
N 0.41 0.29 0.42 -0.6546
C 0.11 1.66 0.51 0.5496
O -0.72 2.22 -0.15 -0.5760
H 2.58 -0.87 -0.09 0.2129
H 2.77 -2.03 1.19 0.2135
H 3.35 -0.49 1.51 0.2047
H 0.68 -1.18 1.96 0.1982
H 1.40 0.34 2.27 0.2069
H -0.18 -0.19 -0.22 0.4008
H 0.70 2.04 1.37 0.0979
O -2.31 -1.55 -0.26 -0.9383
H -2.07 -1.75 -1.17 0.4878
H -1.50 -1.49 0.25 0.4532
O -0.87 -0.48 -2.37 -0.9644
H -1.27 -0.23 -3.21 0.4860
H -0.28 0.23 -2.12 0.4829
```

multiplicity = 1
structure (SMILES) = CCNC=O.O.O
E_tot = -10921.43531 eV
E_HOMO = -9.9 eV
Kohn-Sham gap = 10.6 eV


(2)
C3H11NO3 | the ωB97M-V functional and the def2-TZVPD basis

```
18
Properties=species:S:1:pos:R:3:nbo_charge:R:1
O 0.83 -0.25 -1.94 -0.3320
C 0.05 0.68 -1.81 0.3926
C 0.07 1.48 -0.58 -0.1968
C 1.35 2.32 -0.46 -0.6171
N -0.05 0.54 0.58 -0.3227
H -0.33 1.23 -2.71 0.2450
H -0.68 2.25 -0.59 0.2622
H 1.29 3.09 -1.24 0.2473
H 1.71 2.69 0.44 0.2714
H 2.24 1.70 -0.84 0.2376
H 0.56 -0.20 0.37 0.4033
H -1.04 0.28 0.44 0.4003
H -1.62 -2.08 2.48 0.4737
H -0.17 -1.77 2.96 0.4669
O -1.10 -1.73 3.23 -0.9329
H -0.90 -4.15 -0.01 0.4914
H -1.49 -2.90 -0.41 0.4598
O -0.74 -3.17 0.10 -0.9501
```

multiplicity = 2
E_tot = -10910.85192 eV
total charge = +1
E_HOMO (spin up / spin down) = -14.4 / -14.4 eV
Kohn-Sham gap (spin up / spin down) = 8.9 / 4.7 eV


(3)
C3H11NO3S | the ωB97M-V functional and the def2-TZVPD basis

```
19
Properties=species:S:1:pos:R:3:nbo_charge:R:1
N 2.11 -0.17 -0.18 -0.8193
C 1.24 0.08 -1.18 0.6691
O 1.58 0.61 -2.21 -0.6253
C -0.20 -0.36 -0.98 -0.5217
C -1.15 0.73 -1.49 -0.5080
S -2.87 0.31 -1.15 -0.0378
H 1.84 -0.56 0.71 0.4096
H 3.06 0.12 -0.27 0.4017
H -0.48 -0.61 0.04 0.2209
H -0.35 -1.26 -1.58 0.2285
H -0.89 1.69 -1.05 0.2268
H -1.02 0.82 -2.56 0.2348
H -2.82 -0.85 -1.80 0.1127
O -0.02 1.55 2.34 -0.9479
H 0.01 0.82 1.71 0.4751
H -0.87 1.98 2.21 0.4717
O 0.27 -1.38 2.19 -0.9667
H 0.55 -1.20 3.10 0.4904
H 0.02 -2.31 2.16 0.4853
```

multiplicity = 1
structure (SMILES) = NC(=O)CCS.O.O
E_tot = -21757.94451 eV
E_HOMO = -9.1 eV
Kohn-Sham gap = 9.3 eV


(4)
C3H11NOS | the ωB97M-V functional and the def2-TZVPD basis

```
17
Properties=species:S:1:pos:R:3:nbo_charge:R:1
C -2.13 -0.99 -0.91 -0.4215
N -0.76 -0.51 -0.93 -0.6216
C 0.08 -1.26 0.02 -0.2397
C 0.05 -0.63 1.42 -0.5257
S 1.70 -0.10 2.00 -0.0634
H -2.27 -1.97 -1.36 0.1688
H -2.79 -0.35 -1.48 0.2001
H -2.56 -0.95 0.09 0.1928
H -0.35 -0.59 -1.85 0.3592
H -0.23 -2.30 0.11 0.1677
H 1.07 -1.28 -0.37 0.2071
H -0.50 0.31 1.44 0.2329
H -0.47 -1.25 2.12 0.2201
H 2.08 -1.12 2.78 0.1235
O 2.46 4.49 -1.35 -0.9465
H 2.55 4.89 -0.47 0.4727
H 2.08 3.61 -1.26 0.4737
```

multiplicity = 1
structure (SMILES) = CNCCS.O
E_tot = -17661.48658 eV
E_HOMO = -8.9 eV
Kohn-Sham gap = 9.7 eV


(5)
C3H11NOS | the ωB97M-V functional and the def2-TZVPD basis

```
17
Properties=species:S:1:pos:R:3:nbo_charge:R:1
N 0.36 -1.91 0.74 -0.8451
C -0.61 -0.83 0.62 -0.2103
C 0.08 0.51 0.30 -0.4158
C -0.92 1.65 0.22 -0.4998
S -0.03 3.28 0.30 -0.0673
H 0.07 -2.68 1.32 0.3635
H 0.56 -2.33 -0.16 0.3617
H -1.20 -0.74 1.53 0.1862
H -1.30 -1.01 -0.23 0.1603
H 0.53 0.32 -0.70 0.1729
H 0.95 0.75 0.91 0.2298
H -1.62 1.66 -0.61 0.2205
H -1.53 1.61 1.13 0.2133
H -0.47 3.61 1.53 0.1266
O 1.81 -1.66 -2.42 -0.9309
H 0.93 -1.30 -2.29 0.4618
H 2.40 -0.94 -2.19 0.4727
```

multiplicity = 1
structure (SMILES) = NCCCS.O
E_tot = -17661.80819 eV
E_HOMO = -9.0 eV
Kohn-Sham gap = 9.8 eV


(6)
C3H11NOS2 | the ωB97M-V functional and the def2-TZVPD basis

```
18
Properties=species:S:1:pos:R:3:nbo_charge:R:1
N -0.05 -2.04 -0.60 -0.8285
C 0.92 -1.02 -0.85 -0.0819
C 2.23 -1.06 -0.02 -0.6223
C 0.34 0.39 -0.68 -0.5329
S -0.99 0.78 -1.91 -0.2666
S -2.67 1.21 -0.46 -0.5847
H 0.31 -2.95 -0.82 0.3438
H -0.47 -2.05 0.32 0.3572
H 1.15 -0.97 -1.92 0.1850
H 2.05 -0.64 0.96 0.1999
H 2.58 -2.10 0.06 0.1859
H 2.97 -0.47 -0.55 0.1998
H -0.08 0.45 0.33 0.2078
H 1.00 1.24 -0.88 0.2107
H -2.65 2.54 -0.47 0.0864
H -2.62 2.12 1.86 0.4638
H -2.13 2.62 3.14 0.4372
O -1.89 1.94 2.49 -0.9607
```

multiplicity = 2
E_tot = -28497.08476 eV
total charge = -1
E_HOMO (spin up / spin down) = -0.4 / -3.5 eV
Kohn-Sham gap (spin up / spin down) = 4.1 / 7.1 eV


(7)
C3H11NOS2 | the ωB97M-V functional and the def2-TZVPD basis

```
18
Properties=species:S:1:pos:R:3:nbo_charge:R:1
C -2.48 1.25 -0.55 -0.7332
S -1.11 0.43 -1.49 0.1482
S -0.45 -0.82 0.04 -0.1060
C 0.60 -1.02 1.63 -0.4462
C 0.56 0.21 2.52 -0.2592
N 1.69 1.12 2.49 -0.8335
H -3.08 1.85 -1.24 0.2249
H -3.01 0.42 -0.09 0.2228
H -2.00 1.76 0.28 0.2198
H 1.58 -1.29 1.25 0.2206
H 0.08 -1.88 2.05 0.2377
H 0.23 0.00 3.55 0.1886
H -0.33 0.79 2.26 0.1970
H 2.54 0.68 2.16 0.3551
H 1.56 1.92 1.89 0.3626
O 2.29 -1.03 -2.55 -0.9281
H 2.59 -1.89 -2.84 0.4642
H 2.28 -0.54 -3.38 0.4647
```

multiplicity = 1
structure (SMILES) = CSSCCN.O
E_tot = -28495.55236 eV
E_HOMO = -8.1 eV
Kohn-Sham gap = 7.9 eV


(8)
C3H11NOS2 | the ωB97M-V functional and the def2-TZVPD basis

```
18
Properties=species:S:1:pos:R:3:nbo_charge:R:1
C 0.63 -2.22 -2.20 -0.6112
C 0.19 -0.98 -1.47 -0.0801
N 1.01 0.16 -1.87 -0.8465
C 0.33 -1.21 0.03 -0.5035
S -1.03 -0.39 0.99 0.0407
S 0.21 0.75 2.26 -0.1535
H 1.68 -2.48 -2.07 0.2139
H 0.46 -2.13 -3.29 0.2107
H 0.04 -3.08 -1.88 0.2147
H -0.88 -0.85 -1.66 0.1789
H 0.52 1.04 -1.84 0.3675
H 1.31 0.06 -2.83 0.3622
H 1.24 -0.75 0.43 0.2400
H 0.33 -2.23 0.37 0.2240
H -0.77 1.10 3.09 0.1409
O -0.45 3.13 -0.95 -0.9457
H -0.76 2.27 -0.64 0.4738
H 0.49 3.17 -0.78 0.4735
```

multiplicity = 1
structure (SMILES) = C[C@H](N)CSS.O
E_tot = -28497.26425 eV
E_HOMO = -8.3 eV
Kohn-Sham gap = 8.7 eV


(9)
C3H11NOSi | the ωB97M-V functional and the def2-TZVPD basis

```
17
Properties=species:S:1:pos:R:3:nbo_charge:R:1
C -2.68 0.74 -0.13 -0.4405
N -1.66 -0.27 0.18 -0.9655
Si 0.10 -0.01 -0.61 1.5815
C 0.25 -2.02 -0.68 -1.0838
O 1.96 0.80 -0.65 -0.8309
C 2.73 1.09 0.49 -0.2337
H -3.60 0.26 0.16 0.1935
H -2.70 1.59 0.59 0.1901
H -2.70 0.80 -1.31 0.2132
H -1.67 -0.38 1.19 0.3662
H -0.50 0.86 -1.71 -0.2022
H 0.77 -2.55 0.12 0.2441
H -0.73 -2.45 -0.89 0.2458
H 0.95 -2.39 -1.49 0.2378
H 2.30 0.47 1.29 0.1512
H 2.71 2.16 0.77 0.1586
H 3.78 0.85 0.25 0.1745
```

multiplicity = 1
structure (SMILES) = CN[Si@H](C)OC
E_tot = -14702.52555 eV
E_HOMO = -9.3 eV
Kohn-Sham gap = 9.2 eV


(10)
C3H11NP | the ωB97M-V functional and the def2-TZVPD basis

```
16
Properties=species:S:1:pos:R:3:nbo_charge:R:1
C -0.06 -1.52 -1.09 -0.9696
C -1.13 2.11 -0.77 -0.4582
C -0.26 -0.64 1.74 -0.9706
N 1.80 0.12 0.10 -1.1522
P 0.16 -0.12 0.05 1.4283
H -1.10 -1.84 -1.11 0.2727
H 0.56 -2.35 -0.73 0.2730
H 0.25 -1.25 -2.10 0.2707
H -0.34 2.82 -0.62 0.2110
H -1.94 2.12 -0.07 0.2112
H -1.35 1.83 -1.78 0.2120
H 0.46 -1.38 2.07 0.2733
H -1.26 -1.07 1.76 0.2751
H -0.24 0.21 2.42 0.2717
H 2.28 0.32 -0.77 0.4257
H 2.17 0.65 0.88 0.4257
```

multiplicity = 1
E_tot = -14060.55669 eV
total charge = +1
E_HOMO = -13.7 eV
Kohn-Sham gap = 8.7 eV


(11)
C3H11NP | the ωB97M-V functional and the def2-TZVPD basis

```
16
Properties=species:S:1:pos:R:3:nbo_charge:R:1
C 0.34 -1.83 0.41 -0.9503
C -2.10 0.42 0.05 -0.7106
C 1.21 1.07 0.78 -1.0741
N 0.75 0.22 -1.61 -1.1958
P 0.25 -0.06 -0.11 1.6340
H -0.07 -1.70 1.42 0.2659
H 1.25 -2.44 0.32 0.2911
H -0.28 -2.28 -0.42 0.2714
H -2.92 -0.30 -0.21 0.2520
H -2.27 1.42 -0.44 0.2405
H -1.97 0.43 1.18 0.2172
H 2.12 0.63 1.24 0.2985
H 0.66 1.57 1.50 0.2802
H 1.74 1.89 0.23 0.2989
H 0.08 -0.13 -2.29 0.4195
H 1.20 1.10 -2.05 0.4616
```

multiplicity = 1
E_tot = -14060.04221 eV
total charge = +1
E_HOMO = -14.2 eV
Kohn-Sham gap = 10.2 eV


(12)
C3H11NP | the ωB97M-V functional and the def2-TZVPD basis

```
16
Properties=species:S:1:pos:R:3:nbo_charge:R:1
C -2.69 -1.33 0.21 -0.8634
C -0.05 0.42 -0.83 -0.2067
C 1.60 1.75 0.25 -0.4526
N 1.07 0.48 -0.24 -0.4415
P 1.84 -1.03 0.44 0.8031
H -3.12 -1.94 -0.60 0.2324
H -1.83 -1.87 0.54 0.1955
H -3.31 -1.42 1.08 0.2358
H -0.72 1.31 -1.07 0.2273
H -0.59 -0.55 -0.93 0.2207
H -2.54 -0.28 -0.10 0.2044
H 0.72 2.49 0.09 0.2564
H 1.85 1.68 1.39 0.2561
H 2.57 1.93 -0.14 0.2595
H 2.17 -1.22 -0.93 0.0612
H 3.04 -0.43 0.83 0.0120
```

multiplicity = 3
E_tot = -14054.97245 eV
total charge = +1
E_HOMO (spin up / spin down) = -11.7 / -16.1 eV
Kohn-Sham gap (spin up / spin down) = 7.0 / 6.7 eV


One value per record, in order, for energy above the lowest of the compared OMol25 structures with the same formula, charge and spin: 36.2, 53.7, 0.0, 21.6, 14.1, 13.7, 47.1, 7.7, 52.4, 62.0, 73.9, 13.7 kcal/mol.